(1)
Density functional theory data (the ωB97M-V functional and the def2-TZVPD basis) for C41H34N9S3SbSe4V as an isolated structure.

Structure (XYZ):
```
93
C41H34N9S3SbSe4V the ωB97M-V functional and the def2-TZVPD basis
V 0.04 0.35 -0.11
S -1.29 1.49 1.46
C -2.77 0.94 0.69
N -3.90 1.16 1.42
N -5.07 1.28 0.82
C -5.48 1.94 -0.38
C -4.62 2.70 -1.17
C -5.14 3.34 -2.29
C -6.48 3.23 -2.62
C -7.32 2.49 -1.81
C -6.82 1.85 -0.69
N -2.86 0.46 -0.58
N -1.74 0.11 -1.12
C -1.82 -0.01 -2.55
C -2.23 1.08 -3.30
C -2.12 1.02 -4.68
C -1.67 -0.13 -5.31
C -1.29 -1.23 -4.55
C -1.34 -1.16 -3.17
H -5.83 1.13 1.47
H -3.58 2.82 -0.92
H -4.46 3.93 -2.89
H -6.86 3.72 -3.51
H -8.38 2.41 -2.04
H -7.49 1.28 -0.05
H -2.57 1.98 -2.81
H -2.37 1.91 -5.26
H -1.58 -0.16 -6.39
H -0.91 -2.12 -5.03
H -1.00 -2.00 -2.56
S -0.08 -2.84 2.65
C -1.81 -3.11 2.40
N -2.69 -3.84 3.18
C -3.97 -3.99 2.48
C -4.35 -2.72 1.66
N -3.34 -2.38 0.66
C -3.56 -2.81 -0.72
C -3.79 -4.30 -0.87
C -5.06 -4.81 -1.08
C -5.27 -6.19 -1.13
C -4.21 -7.06 -0.97
C -2.93 -6.55 -0.76
C -2.72 -5.18 -0.72
C -2.09 -2.56 1.21
S -0.50 -1.88 0.83
C -2.74 -3.45 4.60
C -3.45 -2.13 4.82
C -4.79 -2.10 5.18
C -5.48 -0.89 5.23
C -4.82 0.29 4.93
C -3.47 0.27 4.59
C -2.79 -0.93 4.54
H -4.75 -4.20 3.21
H -3.89 -4.84 1.81
H -4.44 -1.87 2.34
H -5.31 -2.88 1.17
H -2.67 -2.53 -1.29
H -4.39 -2.24 -1.13
H -5.89 -4.13 -1.22
H -6.27 -6.57 -1.30
H -4.37 -8.13 -1.01
H -2.09 -7.23 -0.64
H -1.73 -4.79 -0.56
H -1.71 -3.39 4.95
H -3.24 -4.25 5.15
H -5.30 -3.02 5.42
H -6.52 -0.88 5.51
H -5.35 1.23 4.97
H -2.96 1.19 4.34
H -1.74 -0.94 4.27
Se -1.55 4.80 -3.62
Sb 0.58 4.55 -2.47
Se 1.54 3.89 -4.64
Se 1.59 6.20 -1.12
Se 0.29 2.44 -0.87
C 3.31 -1.27 -3.49
C 2.62 -0.12 -3.83
C 1.68 0.42 -2.95
C 1.41 -0.16 -1.72
C 2.13 -1.33 -1.39
C 3.05 -1.88 -2.27
H 4.05 -1.69 -4.17
H 2.80 0.37 -4.78
H 1.15 1.32 -3.28
H 2.00 -1.83 -0.44
H 3.59 -2.78 -1.98
N 1.75 0.50 1.15
C 2.58 0.09 1.85
C 3.56 -0.48 2.67
C 3.90 -1.83 2.42
N 4.13 -2.94 2.19
C 4.17 0.27 3.71
N 4.66 0.87 4.56
```

Multiplicity: 1
Kohn-Sham gap (spin up / spin down), eV: 2.87 / 2.81
Calculated total energy, hartree: -14059.950704
HOMO energy (spin up / spin down), eV: -4.1 / -4.1
Charge: -1

(2)
Density functional theory data (the ωB97M-V functional and the def2-TZVPD basis) for C41H35As2BrMgN as an isolated structure.

Structure (XYZ):
```
81
C41H35As2BrMgN the ωB97M-V functional and the def2-TZVPD basis
Mg -0.52 -0.96 -0.57
C 1.42 0.46 1.66
C 0.94 1.45 0.60
As 0.05 3.16 1.13
C 0.37 3.13 3.05
C 1.68 3.36 3.48
C 1.99 3.42 4.83
C 0.98 3.27 5.78
C -0.32 3.07 5.36
C -0.63 3.00 4.01
C -1.79 2.57 1.00
C -2.32 1.51 1.75
C -3.64 1.12 1.60
C -4.45 1.78 0.68
C -3.94 2.82 -0.07
C -2.62 3.22 0.10
As 0.16 -1.01 2.02
C 1.39 -2.51 2.17
C 1.12 -3.48 3.13
C 1.91 -4.62 3.19
C 2.96 -4.78 2.30
C 3.22 -3.81 1.34
C 2.43 -2.67 1.27
C -0.47 -0.76 3.81
C -1.83 -0.87 4.10
C -2.27 -0.72 5.41
C -1.36 -0.46 6.42
C 0.00 -0.35 6.13
C 0.45 -0.50 4.83
H 1.60 0.96 2.61
H 2.36 -0.01 1.36
H 0.22 1.05 -0.15
H 1.79 1.77 -0.02
H 2.48 3.51 2.76
H 3.01 3.59 5.14
H 1.21 3.32 6.83
H -1.12 2.97 6.09
H -1.66 2.85 3.71
H -1.71 1.03 2.50
H -4.04 0.32 2.20
H -5.49 1.48 0.56
H -4.58 3.34 -0.78
H -2.24 4.05 -0.49
H 0.31 -3.36 3.84
H 1.72 -5.38 3.94
H 3.58 -5.67 2.35
H 4.03 -3.95 0.64
H 2.62 -1.95 0.49
H -2.55 -1.09 3.32
H -3.32 -0.81 5.63
H -1.70 -0.34 7.44
H 0.71 -0.15 6.91
H 1.51 -0.43 4.61
Br -1.32 -3.45 -0.94
C -0.18 -3.60 -2.51
C -0.42 -4.68 -3.30
C 0.43 -4.89 -4.41
C 1.46 -4.03 -4.65
C 1.69 -2.91 -3.82
C 2.79 -2.05 -4.07
C 3.02 -0.98 -3.27
C 2.14 -0.70 -2.19
C 1.05 -1.48 -1.87
C 0.85 -2.64 -2.71
H -1.22 -5.37 -3.07
H 0.25 -5.74 -5.05
H 2.12 -4.20 -5.49
H 3.43 -2.27 -4.92
H 3.86 -0.33 -3.46
H 2.36 0.18 -1.60
C -3.55 1.01 -3.83
C -4.08 0.20 -2.84
C -3.24 -0.24 -1.83
N -1.95 0.08 -1.77
C -1.44 0.86 -2.74
C -2.21 1.35 -3.78
H -4.17 1.37 -4.64
H -5.12 -0.09 -2.84
H -3.63 -0.86 -1.04
H -0.38 1.07 -2.68
H -1.75 1.97 -4.53
```

Energy above the lowest of the compared OMol25 structures with the same formula, charge and spin, kJ/mol: 0.0
Multiplicity: 1
Kohn-Sham gap, eV: 8.04
Calculated total energy, hartree: -8883.602336
HOMO energy, eV: -10.4
Charge: +1

(3)
Density functional theory data (the ωB97M-V functional and the def2-TZVPD basis) for a 7-piece molecular cluster, C41H35Cl2NO13PS overall.

Structure (XYZ):
```
94
C41H35Cl2NO13PS the ωB97M-V functional and the def2-TZVPD basis
C -0.13 2.03 2.99
C 1.01 1.74 1.99
Cl 2.57 1.80 2.87
C 0.83 0.41 1.16
Cl -0.60 -0.50 1.77
S 2.23 -0.79 1.34
C 3.59 -0.40 0.20
C 4.92 -0.72 0.96
O 5.14 -0.11 1.93
P 1.37 -2.75 0.77
N 2.44 -3.56 -0.04
H -1.10 2.13 2.49
H 0.10 3.02 3.41
H -0.14 1.32 3.82
H 0.99 2.57 1.28
H 0.70 0.62 0.09
H 3.49 -0.94 -0.74
H 3.63 0.68 -0.03
H 5.62 -1.49 0.59
H 1.04 -3.33 2.02
H 0.21 -2.58 -0.01
H 2.00 -3.74 -0.94
C 1.80 -0.89 -4.13
C 1.09 -0.39 -5.14
C -0.36 -0.11 -4.98
O -1.02 0.35 -5.88
C -0.98 -0.41 -3.66
C -0.26 -0.91 -2.66
C 1.18 -1.18 -2.82
O 1.84 -1.64 -1.90
H 2.86 -1.10 -4.22
H 1.52 -0.16 -6.10
H -2.04 -0.20 -3.57
H -0.69 -1.13 -1.70
C -1.83 6.05 -4.23
C -2.11 5.18 -3.26
C -2.14 3.73 -3.52
O -2.39 2.93 -2.64
C -1.85 3.27 -4.90
C -1.57 4.13 -5.87
C -1.54 5.59 -5.62
O -1.28 6.38 -6.50
H -1.81 7.12 -4.07
H -2.32 5.50 -2.25
H -1.87 2.20 -5.07
H -1.35 3.82 -6.89
C 1.17 -1.00 7.29
C 0.46 -0.51 6.27
C -0.97 -0.16 6.43
O -1.62 0.28 5.50
C -1.59 -0.39 7.75
C -0.89 -0.88 8.77
C 0.55 -1.22 8.62
O 1.19 -1.67 9.54
H 2.22 -1.25 7.19
H 0.90 -0.33 5.30
H -2.64 -0.13 7.85
H -1.32 -1.05 9.75
C -0.02 -6.43 3.43
C -0.93 -7.36 3.17
C -2.38 -7.07 3.24
O -3.21 -7.92 2.99
C -2.78 -5.70 3.62
C -1.88 -4.76 3.89
C -0.43 -5.05 3.81
O 0.40 -4.19 4.06
H 1.04 -6.62 3.39
H -0.65 -8.37 2.89
H -3.85 -5.50 3.66
H -2.15 -3.75 4.17
C -0.77 -4.63 -2.39
C -1.47 -4.83 -3.51
C -2.86 -5.34 -3.47
O -3.49 -5.52 -4.48
C -3.44 -5.64 -2.13
C -2.74 -5.44 -1.02
C -1.36 -4.92 -1.06
O -0.72 -4.74 -0.04
H 0.25 -4.26 -2.40
H -1.06 -4.62 -4.49
H -4.45 -6.01 -2.12
H -3.15 -5.65 -0.03
C 2.33 8.63 -3.93
C 1.82 7.41 -3.80
C 1.26 6.94 -2.51
O 0.79 5.83 -2.39
C 1.30 7.89 -1.37
C 1.82 9.11 -1.50
C 2.37 9.58 -2.79
O 2.84 10.69 -2.91
H 2.74 8.99 -4.87
H 1.78 6.71 -4.63
H 0.89 7.53 -0.43
H 1.85 9.81 -0.67
```

Multiplicity: 1
Kohn-Sham gap, eV: 7.37
Calculated total energy, hartree: -4275.610364
HOMO energy, eV: -12.0
Charge: +1